1.
Below is 2 unconnected molecules or ions with the total composition C6H15NO2 at a distorted geometry, with properties calculated with the ωB97M-V functional and the def2-TZVPD basis.

The calculation puts the orbital gap at 9.470 eV. Its structure (SMILES) is CCCN(C)CC=O.O. For the HOMO energy, the calculation gives -8.77 eV. The value obtained for the max |F| is 0.0365 hartree/bohr. For the lowest unoccupied orbital energy, the calculation gives 0.0256 Eh.

Element x y z (Å)
C (-2.131, 2.065, -1.552)
C (-1.045, 1.331, -0.741)
C (-1.647, 0.648, 0.524)
N (-0.966, -0.543, 1.056)
C (-1.041, -1.629, 0.065)
C (0.400, -0.391, 1.551)
C (1.561, 0.403, 0.918)
O (2.650, -0.109, 1.022)
H (-1.700, 2.181, -2.523)
H (-3.035, 1.487, -1.696)
H (-2.341, 3.065, -1.184)
H (-0.334, 2.028, -0.313)
H (-0.547, 0.635, -1.413)
H (-1.646, 1.426, 1.297)
H (-2.695, 0.372, 0.400)
H (-0.149, -1.698, -0.561)
H (-1.207, -2.560, 0.590)
H (-1.898, -1.484, -0.592)
H (0.773, -1.404, 1.663)
H (0.368, -0.070, 2.598)
H (1.375, 1.447, 0.637)
O (2.394, -1.702, -1.973)
H (2.840, -1.106, -1.362)
H (1.497, -1.754, -1.621)

2.
Below is 2 unconnected molecules or ions with the total composition C6H15NO2 at a distorted geometry, with properties calculated with the ωB97M-V functional and the def2-TZVPD basis.

The calculation puts the orbital gap at 9.679 eV. Its structure (SMILES) is CC(C)CNCC=O.O. For the HOMO energy, the calculation gives -9.00 eV. The value obtained for the max |F| is 0.0650 hartree/bohr. For the lowest unoccupied orbital energy, the calculation gives 0.0249 Eh.

Element x y z (Å)
C (-0.415, -0.109, -2.522)
C (-0.891, -0.613, -1.187)
C (-2.073, -1.555, -1.371)
C (0.309, -1.339, -0.397)
N (1.499, -0.448, -0.474)
C (1.733, 0.173, 0.905)
C (0.849, 1.442, 0.913)
O (1.113, 2.282, 1.748)
H (0.076, -0.879, -3.127)
H (-1.225, 0.195, -3.195)
H (0.384, 0.624, -2.434)
H (-1.142, 0.334, -0.683)
H (-1.747, -2.619, -1.357)
H (-2.447, -1.421, -2.378)
H (-2.801, -1.505, -0.586)
H (-0.015, -1.595, 0.598)
H (0.366, -2.310, -0.910)
H (2.393, -0.877, -0.686)
H (2.830, 0.476, 0.891)
H (1.372, -0.405, 1.756)
H (0.079, 1.555, 0.175)
O (-1.280, 0.561, 2.364)
H (-2.195, 0.465, 2.121)
H (-0.928, 0.873, 3.194)

3.
Below is 2 unconnected molecules or ions with the total composition C6H15NO2 at a distorted geometry, with properties calculated with the ωB97M-V functional and the def2-TZVPD basis.

The calculation puts the orbital gap at 10.462 eV. Its structure (SMILES) is CC(C)CNCC=O.O. For the HOMO energy, the calculation gives -9.61 eV. The value obtained for the max |F| is 0.0369 hartree/bohr. For the lowest unoccupied orbital energy, the calculation gives 0.0313 Eh.

Element x y z (Å)
C (-1.467, -0.367, -2.387)
C (-0.438, 0.020, -1.324)
C (-0.535, 1.495, -0.862)
C (-0.270, -1.005, -0.164)
N (1.088, -1.496, -0.005)
C (1.626, -1.257, 1.332)
C (1.884, 0.215, 1.540)
O (2.266, 0.704, 2.570)
H (-1.948, 0.495, -2.846)
H (-1.064, -0.926, -3.237)
H (-2.279, -1.004, -2.014)
H (0.490, -0.010, -1.894)
H (0.425, 1.996, -0.902)
H (-1.131, 1.603, 0.045)
H (-1.217, 2.011, -1.544)
H (-0.721, -0.523, 0.707)
H (-0.958, -1.811, -0.417)
H (1.096, -2.492, -0.158)
H (2.627, -1.667, 1.340)
H (1.104, -1.720, 2.139)
H (1.708, 0.827, 0.634)
O (-1.007, 1.679, 2.726)
H (-0.082, 1.867, 2.879)
H (-1.200, 1.365, 1.842)

4.
Below is 3 unconnected molecules or ions with the total composition C6H15NO2 at a distorted geometry, with properties calculated with the ωB97M-V functional and the def2-TZVPD basis.

The calculation puts the orbital gap at 8.169 eV. Its structure (SMILES) is C=C/C=C(\C)NC.O.O. For the HOMO energy, the calculation gives -7.60 eV. The value obtained for the max |F| is 0.0671 hartree/bohr. For the lowest unoccupied orbital energy, the calculation gives 0.0211 Eh.

Element x y z (Å)
C (-3.160, -1.670, 0.536)
C (-2.210, -1.507, -0.365)
C (-0.893, -0.860, -0.166)
C (-0.315, 0.053, -0.974)
C (-0.933, 0.525, -2.203)
N (1.055, 0.309, -0.677)
C (1.556, 1.613, -0.966)
H (-4.134, -2.111, 0.493)
H (-2.964, -1.481, 1.605)
H (-2.395, -1.799, -1.387)
H (-0.455, -1.139, 0.788)
H (-1.295, 1.561, -2.136)
H (-0.295, 0.332, -3.067)
H (-1.981, 0.161, -2.272)
H (1.451, -0.231, 0.060)
H (1.760, 1.724, -2.039)
H (2.672, 1.672, -0.735)
H (1.134, 2.490, -0.421)
O (0.736, 0.221, 3.251)
H (0.253, 0.657, 2.527)
H (1.052, -0.585, 2.839)
O (2.943, -0.236, 1.583)
H (3.393, 0.518, 1.186)
H (3.026, -0.217, 2.540)

5.
Below is a molecular structure, C6H15NO2 at a distorted geometry, with properties calculated with the ωB97M-V functional and the def2-TZVPD basis.

The calculation puts the orbital gap (alpha / beta) at 7.993 / 7.998 eV. For the HOMO energy (alpha / beta), the calculation gives -8.06 / -8.07 eV. The value obtained for the max |F| is 0.0684 hartree/bohr. For the lowest unoccupied orbital energy (alpha / beta), the calculation gives -0.0026 / -0.0025 Eh.

Element x y z (Å)
C (0.662, -0.432, -0.023)
C (-1.986, -0.627, -2.028)
C (1.273, -0.127, -1.361)
N (-1.880, -0.658, -0.586)
O (-2.070, -1.959, -0.117)
H (-1.575, -2.576, -0.686)
H (0.565, -1.484, 0.233)
H (-0.718, -0.273, -0.102)
H (-2.998, -0.926, -2.319)
H (-1.814, 0.392, -2.367)
H (-1.277, -1.301, -2.537)
H (2.332, 0.104, -1.251)
H (0.790, 0.733, -1.828)
H (1.189, -0.986, -2.031)
C (1.139, 2.005, 0.962)
C (0.089, 0.228, 2.485)
C (1.052, 0.535, 1.347)
O (2.113, -0.225, 1.218)
H (-0.898, 0.650, 2.296)
H (1.881, 2.158, 0.182)
H (0.172, 2.388, 0.635)
H (1.459, 2.568, 1.841)
H (0.495, 0.658, 3.402)
H (0.002, -0.846, 2.634)

6.
Below is 2 unconnected molecules or ions with the total composition C6H15NS at a distorted geometry, with properties calculated with the ωB97M-V functional and the def2-TZVPD basis.

The calculation puts the orbital gap (alpha / beta) at 5.199 / 7.090 eV. As for the multiplicity: 2. For the HOMO energy (alpha / beta), the calculation gives -1.23 / -3.23 eV. Its net charge is -1. The value obtained for the max |F| is 0.0295 hartree/bohr. For the lowest unoccupied orbital energy (alpha / beta), the calculation gives 0.1457 / 0.1417 Eh.

Element x y z (Å)
C (-1.223, 1.365, -0.876)
C (-1.817, 1.272, 0.530)
C (-2.003, -0.137, 1.119)
S (-2.535, -1.439, -0.021)
C (0.277, 1.091, -1.000)
N (0.738, 0.061, -0.095)
C (2.008, -0.496, -0.470)
C (2.482, -1.565, 0.539)
H (-1.791, 0.741, -1.557)
H (-1.360, 2.395, -1.204)
H (-2.791, 1.775, 0.492)
H (-1.201, 1.832, 1.267)
H (-1.143, -0.473, 1.692)
H (-2.734, -0.035, 1.911)
H (-0.749, -2.313, 0.216)
H (0.433, 0.804, -2.044)
H (0.885, 1.984, -0.804)
H (0.044, -0.682, 0.026)
H (2.800, 0.283, -0.520)
H (2.009, -0.960, -1.477)
H (2.405, -1.198, 1.534)
H (3.482, -1.918, 0.267)
H (1.785, -2.386, 0.475)

7.
Below is a gas-phase ion, C6H15NS (charge -1) at a distorted geometry, with properties calculated with the ωB97M-V functional and the def2-TZVPD basis.

The calculation puts the orbital gap (alpha / beta) at 2.153 / 8.289 eV. As for the multiplicity: 2. For the HOMO energy (alpha / beta), the calculation gives 1.08 / -5.12 eV. Its net charge is -1. The value obtained for the max |F| is 0.1041 hartree/bohr. For the lowest unoccupied orbital energy (alpha / beta), the calculation gives 0.1187 / 0.1163 Eh.

Element x y z (Å)
C (-0.388, -0.180, -0.765)
N (-0.759, -0.878, 0.613)
C (-1.687, 0.030, 1.331)
C (-1.833, -0.433, 2.828)
S (-2.252, 0.900, 3.947)
C (0.481, -0.867, -1.670)
C (2.118, 1.174, -2.204)
C (1.910, -0.223, -1.753)
H (-1.344, 0.134, -1.132)
H (0.108, 0.823, -0.532)
H (0.113, -0.915, 1.063)
H (-1.268, 1.104, 1.215)
H (-2.799, -0.111, 0.984)
H (-2.552, -1.292, 2.833)
H (-0.888, -0.817, 3.296)
H (-0.994, 1.174, 4.312)
H (0.117, -0.859, -2.692)
H (0.485, -1.905, -1.250)
H (3.297, 1.401, -2.122)
H (1.708, 1.405, -3.246)
H (1.493, 1.677, -1.569)
H (2.394, -0.886, -2.576)
H (2.538, -0.457, -0.910)

8.
Below is 2 unconnected molecules or ions with the total composition C6H15O2 at a distorted geometry, with properties calculated with the ωB97M-V functional and the def2-TZVPD basis.

The calculation puts the orbital gap at 5.349 eV. For the HOMO energy, the calculation gives -2.19 eV. Its net charge is -1. The value obtained for the max |F| is 0.1025 hartree/bohr. For the lowest unoccupied orbital energy, the calculation gives 0.1160 Eh.

Element x y z (Å)
C (-1.810, -1.522, 1.882)
O (-0.622, -1.686, 2.342)
C (-1.846, -0.028, 1.064)
C (-0.801, 0.085, -0.071)
C (0.656, -0.150, 0.365)
C (1.595, -0.479, -0.869)
C (1.228, 1.115, 1.106)
H (-2.556, -1.286, 2.677)
H (-2.296, -2.297, 1.173)
H (-2.878, 0.049, 0.698)
H (-1.641, 0.755, 1.786)
H (-0.771, 1.146, -0.460)
H (-1.002, -0.570, -0.988)
H (0.621, -1.069, 1.059)
H (1.489, 0.215, -1.721)
H (1.243, -1.411, -1.232)
H (2.638, -0.544, -0.567)
H (0.671, 1.356, 2.037)
H (1.157, 1.882, 0.491)
H (2.268, 0.947, 1.338)
H (1.737, 1.232, -3.944)
H (0.115, 1.319, -3.796)
O (0.804, 0.941, -4.371)

9.
Below is a single C6H15O3P molecule at a distorted geometry, with properties calculated with the ωB97M-V functional and the def2-TZVPD basis.

The calculation puts the orbital gap at 8.783 eV. Its structure (SMILES) is C=P(CO)(OCC)OCC. For the HOMO energy, the calculation gives -7.93 eV. The value obtained for the max |F| is 0.0467 hartree/bohr. For the lowest unoccupied orbital energy, the calculation gives 0.0313 Eh.

Element x y z (Å)
C (0.136, -0.442, -1.833)
P (0.783, -0.891, -0.315)
C (2.306, -1.998, 0.436)
O (3.520, -1.517, -0.045)
O (-0.344, -1.556, 0.623)
C (-1.642, -1.965, 0.207)
C (-2.654, -0.840, 0.346)
O (1.252, 0.421, 0.493)
C (0.488, 1.623, 0.409)
C (1.383, 2.796, 0.050)
H (0.898, 0.055, -2.429)
H (-0.250, -1.303, -2.367)
H (2.178, -3.020, 0.086)
H (2.228, -1.947, 1.525)
H (3.577, -0.579, 0.180)
H (-1.612, -2.317, -0.828)
H (-1.906, -2.804, 0.862)
H (-2.640, -0.449, 1.362)
H (-2.408, -0.036, -0.344)
H (-3.650, -1.214, 0.122)
H (-0.296, 1.497, -0.347)
H (0.022, 1.785, 1.387)
H (1.820, 2.649, -0.934)
H (0.794, 3.710, 0.043)
H (2.184, 2.897, 0.778)

10.
Below is 2 unconnected molecules or ions with the total composition C6H15PSi at a distorted geometry, with properties calculated with the ωB97M-V functional and the def2-TZVPD basis.

The calculation puts the orbital gap (alpha / beta) at 7.169 / 7.350 eV. For the HOMO energy (alpha / beta), the calculation gives -7.86 / -7.85 eV. The value obtained for the max |F| is 0.1023 hartree/bohr. For the lowest unoccupied orbital energy (alpha / beta), the calculation gives -0.0252 / -0.0186 Eh.

Element x y z (Å)
C (3.295, -0.119, 1.055)
C (2.550, 0.013, -0.028)
C (-1.359, 0.285, -1.841)
C (-2.967, -0.331, 0.842)
C (-0.305, 1.293, 0.858)
C (2.346, -1.115, -0.905)
Si (-1.223, -0.205, 0.011)
P (0.072, -2.145, 0.156)
H (3.355, 0.801, 1.577)
H (4.018, -0.986, 1.316)
H (2.073, 0.958, -0.087)
H (-0.842, 1.109, -2.118)
H (-1.009, -0.544, -2.441)
H (-2.508, 0.360, -2.018)
H (-3.144, -1.203, 1.466)
H (-3.430, 0.358, 1.482)
H (-3.573, -0.303, -0.119)
H (-0.887, 1.939, 1.433)
H (0.498, 0.744, 1.378)
H (0.161, 1.828, 0.086)
H (1.983, -1.133, -1.844)
H (2.904, -2.031, -0.643)
H (0.408, -1.805, 1.392)

Repeat the fifth record exactly.
Below is a molecular structure, C6H15NO2 at a distorted geometry, with properties calculated with the ωB97M-V functional and the def2-TZVPD basis.

The calculation puts the orbital gap (alpha / beta) at 7.993 / 7.998 eV. For the HOMO energy (alpha / beta), the calculation gives -8.06 / -8.07 eV. The value obtained for the max |F| is 0.0684 hartree/bohr. For the lowest unoccupied orbital energy (alpha / beta), the calculation gives -0.0026 / -0.0025 Eh.

Element x y z (Å)
C (0.662, -0.432, -0.023)
C (-1.986, -0.627, -2.028)
C (1.273, -0.127, -1.361)
N (-1.880, -0.658, -0.586)
O (-2.070, -1.959, -0.117)
H (-1.575, -2.576, -0.686)
H (0.565, -1.484, 0.233)
H (-0.718, -0.273, -0.102)
H (-2.998, -0.926, -2.319)
H (-1.814, 0.392, -2.367)
H (-1.277, -1.301, -2.537)
H (2.332, 0.104, -1.251)
H (0.790, 0.733, -1.828)
H (1.189, -0.986, -2.031)
C (1.139, 2.005, 0.962)
C (0.089, 0.228, 2.485)
C (1.052, 0.535, 1.347)
O (2.113, -0.225, 1.218)
H (-0.898, 0.650, 2.296)
H (1.881, 2.158, 0.182)
H (0.172, 2.388, 0.635)
H (1.459, 2.568, 1.841)
H (0.495, 0.658, 3.402)
H (0.002, -0.846, 2.634)